(1)
Density functional theory data (wB97M-V/def2-TZVPD) for 4 unconnected molecules or ions with the total composition C6H14O2 at a distorted geometry.

```
22
Properties=species:S:1:pos:R:3:forces:R:3
C -1.46539 -1.53659 0.40963 -1.407 -1.155 -0.765
C -0.65312 -0.71025 -0.58606 0.684 0.686 -1.379
C 0.69992 -0.57748 -0.56513 -3.340 1.240 -1.299
C 1.70661 -1.11230 0.22840 2.445 0.975 1.674
C 3.01899 -0.78990 0.22981 0.014 -0.064 -1.714
C -1.51099 0.06354 -1.58182 -0.654 -0.194 -0.102
H -1.91153 -2.54552 0.00255 1.765 1.432 0.502
H -2.49803 -1.07029 0.58514 1.978 0.149 0.302
H -0.80429 -1.63941 1.28570 -1.109 -0.407 0.033
H 1.35530 1.29889 -1.77077 -0.636 -2.253 1.071
H 1.28398 -1.57638 1.13233 0.198 -0.452 -0.438
H 3.41400 -0.13651 -0.61021 -0.586 -0.822 1.120
H 3.77993 -1.25704 0.86300 -0.623 0.320 0.081
H -2.07975 0.83164 -0.99914 0.313 -0.590 -0.569
H -2.24477 -0.58959 -2.15945 0.823 0.570 1.055
H -0.88932 0.54032 -2.33534 0.075 0.175 0.142
H 1.55837 2.75525 0.80042 -1.648 -1.503 -0.723
H 0.89270 1.69945 -0.37308 0.142 1.527 2.992
O 0.77615 2.13933 0.61507 1.578 0.136 -2.127
H -1.92441 2.08446 1.75642 0.796 -0.399 -0.268
H -0.81339 0.98386 1.32755 -0.756 1.161 0.480
O -1.69097 1.14451 1.74498 -0.054 -0.537 -0.066
```
Forces are in eV/Å.

- energy (Ha) = -387.2459
- spin multiplicity = 1
- LUMO (eV) = -1.3
- energy relative to the best compared isomer or geometry (same formula, charge and spin) (eV) = 7.118
- orbital gap (eV) = 7.57



(2)
Density functional theory data (wB97M-V/def2-TZVPD) for 13 unconnected molecules or ions with the total composition C61H77N9O4 at a distorted geometry.

```
151
Properties=species:S:1:pos:R:3:forces:R:3
C -18.12870 16.00019 -14.43874 -1.906 -0.003 -1.864
C -16.70702 16.13076 -14.82969 1.562 1.080 -1.265
C -16.00805 15.85370 -13.54010 -0.333 -0.155 0.036
O -16.75178 14.73463 -13.11082 -0.251 -1.396 1.327
C -18.14364 14.87624 -13.47100 0.388 0.080 1.503
H -18.78733 15.73022 -15.26422 0.126 0.068 -0.370
H -18.52471 16.95291 -14.08719 0.109 -0.042 0.534
H -16.49838 17.11548 -15.24789 0.130 0.091 -0.027
H -16.32910 15.39618 -15.54079 -0.530 -0.106 -0.228
H -16.11548 16.70022 -12.86189 0.034 0.164 0.392
H -14.95734 15.57073 -13.60369 -0.051 0.011 -0.097
H -18.75849 15.13883 -12.61013 0.181 0.130 0.546
H -18.57460 13.92496 -13.78316 0.530 -0.045 -0.630
C -18.42106 9.97377 -12.38129 -1.030 -0.983 0.810
C -18.41524 10.81226 -13.64591 -0.563 -0.635 0.293
C -18.31773 9.73291 -14.71786 0.877 0.209 0.459
O -19.03833 8.60209 -14.20614 -0.894 -0.344 0.486
C -19.29051 8.70971 -12.78135 1.769 1.894 -0.565
H -18.92322 10.48749 -11.56151 0.058 0.137 0.135
H -17.44702 9.67310 -11.99534 0.217 0.000 -0.354
H -17.66682 11.60430 -13.62068 -0.063 -0.161 -0.423
H -19.42050 11.22837 -13.71239 0.015 0.490 -0.139
H -17.27124 9.44860 -14.82790 0.253 -0.148 -0.122
H -18.64331 10.03614 -15.71292 -0.409 -0.107 0.123
H -18.98162 7.81383 -12.24275 0.055 -0.139 -0.287
H -20.32633 8.93159 -12.52453 -0.300 -0.171 -0.464
C -15.75014 12.34293 -21.30759 -1.658 0.962 1.521
C -14.29200 12.12320 -20.92227 -1.186 -0.965 0.775
C -13.58766 12.83518 -22.01404 0.451 -0.256 1.008
O -14.46192 12.72337 -23.10288 1.828 0.097 -2.615
C -15.77618 12.93960 -22.70627 -0.044 -0.894 1.046
H -16.24530 13.13607 -20.74739 0.055 -0.388 0.974
H -16.31478 11.42674 -21.13474 -0.212 0.159 -0.348
H -14.12988 11.04682 -20.97913 0.265 -0.090 -0.202
H -14.03098 12.37589 -19.89460 -0.157 0.353 -0.144
H -12.63289 12.31888 -22.11378 0.092 0.262 -1.118
H -13.38992 13.85095 -21.67169 -0.054 0.550 -0.479
H -16.53216 12.43263 -23.30590 0.479 -0.101 -0.568
H -16.01029 14.00416 -22.70988 -0.018 0.226 0.126
C -13.28427 11.82120 -13.42703 -0.054 -0.838 -0.168
C -14.66575 11.20129 -13.12607 -0.879 0.883 -0.843
C -14.48159 10.32276 -11.91608 0.768 -0.519 0.205
O -13.10513 10.52669 -11.56331 0.024 -0.260 1.737
C -12.39195 10.79436 -12.74314 -0.304 0.373 -0.241
H -13.13802 12.77701 -12.92390 -0.155 0.015 0.007
H -13.08409 11.95922 -14.48957 -0.081 -0.070 -0.019
H -15.03001 10.58894 -13.95095 0.043 0.179 -0.252
H -15.39089 12.00023 -12.97126 -0.149 -0.086 0.033
H -14.64307 9.26294 -12.11309 0.233 -0.312 -0.620
H -15.16771 10.44707 -11.07829 0.413 0.893 0.262
H -12.29747 9.84135 -13.26366 0.109 -0.041 -0.641
H -11.39646 11.19672 -12.55553 -0.027 -0.180 0.478
N -19.85816 16.04688 -21.65082 -1.371 -0.415 0.377
C -19.34549 15.67579 -20.44097 -0.191 0.042 -1.313
C -20.06681 15.64838 -19.28502 -1.539 0.562 0.752
C -21.37942 16.13023 -19.32336 1.151 0.011 1.219
C -21.89289 16.57295 -20.49498 -1.030 -0.102 -1.786
C -21.18876 16.39370 -21.68690 2.610 0.252 1.457
H -18.32240 15.33434 -20.38535 0.269 0.138 -0.441
H -19.71066 15.37104 -18.30388 0.633 -0.355 -0.158
H -21.87837 16.23591 -18.37137 -0.396 -0.004 -0.015
H -22.87150 17.02035 -20.58749 -0.255 -0.061 0.272
H -21.63281 16.69201 -22.62511 0.219 -0.119 -0.238
N -17.71664 8.43383 -20.81417 -0.770 -1.117 -0.055
C -19.00581 8.26741 -21.24782 2.265 1.437 0.633
C -19.29120 7.78308 -22.49262 -0.559 -0.141 -1.601
C -18.28643 7.29886 -23.31698 1.376 -0.590 1.578
C -16.99798 7.23777 -22.74724 -0.504 0.095 -1.049
C -16.74751 7.84558 -21.52993 -1.146 0.535 -0.085
H -19.73738 8.76112 -20.62535 -0.240 -0.199 0.044
H -20.26299 7.90900 -22.94666 -0.357 -0.150 0.462
H -18.46699 6.86674 -24.29016 -0.136 0.211 -0.100
H -16.17239 6.82605 -23.30875 0.080 -0.115 -0.052
H -15.72957 7.92783 -21.17857 0.094 0.049 0.251
N -13.05291 15.38558 -15.79140 -0.183 0.280 -0.942
C -13.75261 14.27950 -16.11542 1.031 1.281 -0.042
C -13.61081 13.62572 -17.33373 0.195 0.098 0.047
C -12.69136 14.13765 -18.25473 0.171 0.323 0.560
C -11.96402 15.29342 -17.93361 -0.993 -0.750 -0.426
C -12.24081 15.91588 -16.73875 -0.160 -0.583 1.011
H -14.47247 13.98144 -15.36751 -0.047 -0.410 0.006
H -14.24245 12.75604 -17.43899 0.024 -0.133 -0.647
H -12.48709 13.74621 -19.24035 -0.307 -0.532 0.055
H -11.29042 15.67262 -18.68785 0.124 0.337 0.194
H -11.77758 16.86166 -16.49933 0.126 0.084 0.212
N -21.18219 10.44157 -22.87130 -0.254 1.401 -0.003
C -20.94621 11.34792 -21.87447 0.544 -1.215 -1.955
C -20.25098 12.54441 -22.09897 0.013 -0.496 -0.142
C -19.82609 12.85722 -23.39565 -0.137 -1.182 0.192
C -20.14172 11.94679 -24.42990 0.244 1.847 0.780
C -20.84527 10.82084 -24.12627 -0.200 -0.655 0.905
H -21.23777 10.99448 -20.89647 0.018 0.359 0.190
H -19.98286 13.10974 -21.21867 -0.047 0.391 -0.111
H -19.19075 13.70661 -23.59883 -0.166 0.252 0.115
H -19.89712 12.18321 -25.45493 0.128 -0.077 -0.072
H -21.11209 10.19887 -24.96791 -0.175 -0.598 0.196
N -22.54766 12.69636 -19.15458 -0.988 -0.468 -0.283
C -22.80858 11.78147 -18.16486 -0.449 2.124 -1.558
C -24.10809 11.59994 -17.72337 -0.317 -0.648 -0.805
C -25.16745 12.26544 -18.36335 0.378 0.209 0.624
C -24.91831 13.22366 -19.33685 0.850 -0.770 0.447
C -23.58584 13.34177 -19.75081 0.328 -0.215 1.502
H -21.93226 11.28840 -17.77072 -0.004 -0.119 0.176
H -24.31743 10.82476 -17.00111 -0.062 0.086 0.234
H -26.17564 12.06276 -18.03340 -0.122 0.056 0.067
H -25.68982 13.88125 -19.70933 -0.066 -0.205 -0.296
H -23.38229 14.08167 -20.51075 0.558 -0.078 -0.147
N -18.40790 13.14762 -16.98920 -0.034 0.749 0.838
C -17.26547 12.64274 -16.36214 1.083 -1.558 -1.312
C -16.53567 11.55044 -16.88010 -1.514 1.741 0.470
C -16.98716 10.94615 -18.05034 1.392 -0.770 0.138
C -18.12378 11.45850 -18.69097 -1.757 1.362 -0.230
C -18.80958 12.55478 -18.13900 1.620 -1.502 0.430
H -16.82295 13.12777 -15.50464 -0.495 0.416 0.321
H -15.64369 11.17280 -16.40243 0.180 0.053 0.277
H -16.33677 10.18988 -18.46440 -0.311 -0.314 -0.356
H -18.47441 11.02994 -19.61822 -0.078 -0.096 -0.185
H -19.70939 12.96760 -18.57066 -0.187 -0.065 -0.353
N -14.00471 8.92637 -17.39576 0.951 0.815 -1.591
C -13.59400 9.35567 -18.66545 0.282 -0.984 2.612
C -12.34149 9.95242 -18.85747 -1.478 -0.303 0.026
C -11.60425 10.22871 -17.73925 1.078 0.150 0.545
C -12.00665 9.88244 -16.45224 0.175 -0.213 -0.972
C -13.19993 9.18481 -16.34662 -0.445 0.494 -0.841
H -14.25730 9.08022 -19.47201 -0.107 0.157 -0.043
H -11.94668 10.22974 -19.82370 -0.242 -0.059 -0.175
H -10.63666 10.67191 -17.92296 0.175 0.229 0.326
H -11.35094 10.06194 -15.61306 -0.158 0.069 0.146
H -13.53285 8.89067 -15.36222 -0.299 -0.321 0.028
N -19.72666 5.62272 -16.79518 3.039 0.913 -0.886
C -19.48086 6.96582 -17.04636 0.716 -2.180 -0.443
C -18.24479 7.45103 -17.51941 -0.478 -0.399 0.491
C -17.18172 6.58319 -17.67910 -0.370 0.201 -0.721
C -17.34352 5.23429 -17.40349 -0.350 0.532 -0.119
C -18.58966 4.80420 -16.99666 -1.905 1.326 0.858
H -20.29794 7.67017 -16.99479 -0.287 -0.212 0.359
H -18.10870 8.49277 -17.76970 -0.130 0.189 -0.001
H -16.29755 6.93668 -18.18869 0.316 0.155 0.374
H -16.51082 4.56882 -17.57714 -0.127 -0.313 0.140
H -18.70257 3.75841 -16.75177 -0.416 -0.127 -0.042
N -22.09749 15.60792 -15.42425 0.957 -1.166 1.009
C -21.86280 14.33709 -15.88695 -0.097 1.374 -0.354
C -21.55551 13.23232 -15.13397 -0.201 0.243 1.734
C -21.51302 13.41627 -13.74654 -0.517 0.918 -0.339
C -21.78093 14.68874 -13.19316 0.607 -0.604 -1.450
C -21.97594 15.78792 -14.08292 -0.548 -2.079 -0.134
H -21.86478 14.20667 -16.95904 -0.266 0.240 -0.237
H -21.43386 12.23084 -15.51951 0.267 0.206 -0.411
H -21.29888 12.56274 -13.12041 -0.044 0.030 0.256
H -21.78250 14.71962 -12.11361 0.024 0.674 0.050
H -22.12994 16.77553 -13.67388 -0.041 0.199 -0.193
```
Forces are in eV/Å.

- energy (Ha) = -3164.1547
- spin multiplicity = 2
- LUMO (spin up / spin down) (eV) = 2.3 / 2.3
- charge = -1
- expectation value of S² = 0.762
- orbital gap (spin up / spin down) (eV) = 2.85 / 7.41



(3)
Density functional theory data (wB97M-V/def2-TZVPD) for a molecular structure, CN2O3S at a distorted geometry.

```
7
Properties=species:S:1:pos:R:3:forces:R:3
C 1.41340 0.40407 -0.00716 -1.893 -0.306 -0.061
N 2.45235 0.85128 -0.14521 1.071 0.635 -0.055
N -1.97247 0.45372 0.67830 -0.164 -0.081 -3.657
O -2.40885 0.56951 -0.38227 0.607 -0.106 3.204
O 0.47563 -1.63892 0.92237 -0.682 -0.774 0.898
O -0.41555 -0.89724 -1.25978 -0.950 -0.019 -1.611
S -0.08744 -0.62975 0.08621 2.010 0.650 1.282
```
Forces are in eV/Å.

- energy (Ha) = -771.3500
- spin multiplicity = 1
- LUMO (spin up / spin down) (eV) = -2.6 / -2.6
- energy relative to the best compared isomer or geometry (same formula, charge and spin) (eV) = 0.981
- orbital gap (spin up / spin down) (eV) = 7.96 / 7.96



(4)
Density functional theory data (wB97M-V/def2-TZVPD) for 8 unconnected molecules or ions with the total composition C5H28N2O7 at a distorted geometry.

```
42
Properties=species:S:1:pos:R:3:forces:R:3
C 1.56469 -0.51062 1.68832 1.571 -0.611 0.094
N 0.64664 0.58269 1.50937 -0.394 1.075 -0.756
C -0.65221 0.35511 0.75731 0.553 -0.608 1.009
C -1.24543 -0.95845 1.29640 -0.141 -1.382 -0.219
C -1.53684 1.57139 1.17584 -0.094 1.094 -3.228
C -3.05604 1.42496 1.02202 -0.950 -3.528 0.032
N -3.48944 1.28068 -0.42422 -0.112 0.005 2.411
H 2.50590 -0.20888 2.25109 -1.132 0.174 -0.720
H 1.20146 -1.37639 2.31232 0.078 0.534 -0.974
H 1.94179 -0.81366 0.65769 -0.579 -0.200 1.349
H 0.45102 1.12692 2.34228 0.165 -0.552 0.094
H -0.39376 0.39063 -0.37276 -0.807 -0.446 1.947
H -0.58709 -1.83971 1.19647 -0.002 0.640 -0.607
H -2.21607 -1.32682 0.88842 0.754 0.699 0.334
H -1.30956 -0.95089 2.39517 -0.370 0.678 -0.141
H -1.12998 1.94885 2.09795 -0.540 0.323 0.498
H -1.32348 2.29605 0.33362 0.243 0.028 1.357
H -3.33994 0.38723 1.43308 0.358 1.559 0.071
H -3.78309 2.11674 1.49372 1.189 0.083 0.029
H -4.22565 1.95751 -0.47232 0.155 0.397 -1.413
H -2.72109 1.31125 -1.06256 -0.018 0.682 -0.541
O -1.66757 -3.54666 -0.07229 0.732 0.140 0.444
H -2.12338 -4.26588 -0.49281 -0.378 -0.518 -0.290
H -0.96243 -3.95891 0.45486 -0.397 0.153 -0.327
O -4.00434 -1.59617 -0.64102 -0.019 -1.939 -0.107
H -3.07195 -1.43003 -0.83696 -0.763 0.665 0.110
H -4.54712 -0.83038 -0.48951 0.713 0.963 -0.196
O 3.65647 1.29690 -1.47144 1.827 0.733 -0.014
H 3.04625 1.75632 -0.90796 -0.886 -0.030 -0.070
H 3.22070 0.64914 -2.01431 -1.213 0.083 -0.210
O 1.11551 3.00501 -0.19338 0.177 0.452 -0.691
H 1.85413 3.62885 -0.19449 -0.225 -0.174 0.134
H 1.23107 2.39185 0.53730 0.070 -0.486 0.491
O 4.45807 -1.07358 -0.49729 -0.082 -0.560 1.688
H 4.03887 -0.56685 0.22486 0.583 -0.355 -0.509
H 4.15673 -0.60043 -1.26061 0.060 0.148 -0.558
O 1.20356 0.22370 -2.12106 -0.660 0.327 -0.067
H 0.77941 1.04807 -1.84046 0.180 -0.239 0.316
H 1.29100 -0.37486 -1.36133 -0.138 0.471 -0.368
O 2.96428 -1.31541 -2.83656 0.330 0.477 0.511
H 3.10331 -0.93714 -3.70613 -0.144 -0.700 -0.310
H 2.95558 -2.26812 -2.79862 0.307 -0.257 -0.603
```
Forces are in eV/Å.

- structure (SMILES) = CN[C@@H](C)CCN.O.O.O.O.O.O.O
- energy (Ha) = -843.3951
- spin multiplicity = 1
- LUMO (eV) = 0.4
- energy relative to the best compared isomer or geometry (same formula, charge and spin) (eV) = 2.757
- orbital gap (eV) = 9.68



(5)
Density functional theory data (wB97M-V/def2-TZVPD) for 2 unconnected molecules or ions with the total composition C5H2Br2Cl3F3 at a distorted geometry.

```
15
Properties=species:S:1:pos:R:3:forces:R:3
C 0.72287 0.33000 0.59268 -1.964 0.977 -2.470
C 0.67445 0.89986 -0.65465 0.920 -0.682 2.534
C -0.45991 0.40986 1.39141 -3.539 0.066 -0.829
C 1.61839 0.56178 -1.75743 0.680 -0.563 -0.494
C -1.78545 -1.14140 0.77319 1.618 1.736 1.808
F -0.18190 1.89047 -0.89476 -0.057 -0.275 -0.560
F 1.85105 1.59984 -2.57648 0.200 -0.118 0.532
F 2.79576 0.09700 -1.22959 -0.883 0.626 -0.453
Cl -0.93424 -2.63185 0.99868 0.372 -0.270 -0.192
Cl -3.18801 -1.15340 1.86573 0.388 0.470 -0.656
Cl -2.08241 -0.76903 -0.85726 -0.483 0.121 -0.620
Br -0.15934 -0.13047 3.20035 -0.224 0.778 -0.114
Br 0.91003 -0.87869 -2.89079 0.084 0.196 0.179
H 1.33557 -0.40303 0.98785 2.002 -1.268 -0.368
H -1.11687 1.31906 1.05106 0.885 -1.792 1.703
```
Forces are in eV/Å.

- energy (Ha) = -7019.8252
- spin multiplicity = 1
- LUMO (eV) = -1.0
- orbital gap (eV) = 8.22



(6)
Density functional theory data (wB97M-V/def2-TZVPD) for 2 unconnected molecules or ions with the total composition C9H13NO at a distorted geometry.

```
24
Properties=species:S:1:pos:R:3:forces:R:3
C -0.80113 -0.31383 -3.82257 0.174 -0.211 -0.044
C 0.19611 -0.00840 -3.21333 -0.713 0.180 0.382
C 1.02757 0.52090 -2.09753 0.362 0.825 -0.098
N 1.67505 -0.43962 -1.34947 0.063 0.642 -0.490
O 1.05820 1.71417 -1.82902 -0.027 -1.339 -0.397
H -1.70756 -0.63197 -4.32957 0.775 0.270 0.208
H 1.89179 -1.30297 -1.81214 -0.073 -0.246 -0.047
H 2.41731 -0.06041 -0.77621 -0.182 -0.068 0.109
C -1.72174 0.51902 -0.60039 0.244 -0.220 0.111
C -2.28324 -0.23435 0.61230 -0.599 -0.087 -0.364
C -1.31649 -0.42166 1.68131 0.715 -0.200 0.494
C -0.52805 -0.52955 2.58711 -0.171 0.099 -0.032
C 0.37610 -0.56300 3.75153 0.011 -0.293 0.247
C 1.84932 -0.27833 3.39013 -0.182 0.370 0.112
H -2.47996 0.72404 -1.36811 0.096 -0.259 0.230
H -0.91554 -0.10021 -1.04241 -0.712 0.544 0.391
H -1.32071 1.48270 -0.28756 0.187 -0.074 -0.080
H -3.13731 0.27659 1.06588 -0.048 0.154 -0.230
H -2.67674 -1.19713 0.26368 0.124 -0.001 0.194
H 0.29254 -1.54007 4.27266 0.053 0.421 -0.394
H 0.00980 0.17635 4.48047 0.184 -0.111 -0.200
H 2.49895 -0.32568 4.27964 -0.303 0.072 -0.298
H 1.93152 0.72402 2.93317 0.037 -0.424 0.230
H 2.21429 -1.00611 2.66760 -0.015 -0.045 -0.034
```
Forces are in eV/Å.

- structure (SMILES) = C#CC(N)=O.CCC#CCC
- energy (Ha) = -480.6037
- spin multiplicity = 1
- LUMO (eV) = 0.7
- energy relative to the best compared isomer or geometry (same formula, charge and spin) (eV) = 4.179
- orbital gap (eV) = 9.86